Formula: C51H116AsF6NO20
Source: OMol25
Level of theory: ωB97M-V/def2-TZVPD

Last column: Mulliken charge in e.
Geometry (Å):
C (-10.604, 6.887, -10.177)  -1.31
C (-9.767, 5.637, -10.186)  -0.58
C (-9.133, 5.230, -8.815)  -0.43
C (-8.040, 4.168, -9.022)  -1.00
N (-7.182, 3.785, -7.789)  0.31
C (-6.138, 2.742, -8.206)  -0.62
C (-4.962, 2.971, -7.181)  -0.74
C (-5.044, 4.427, -6.783)  -0.60
C (-6.246, 4.958, -7.454)  -0.72
C (-8.045, 3.293, -6.588)  -0.94
C (-9.075, 2.199, -6.930)  -0.20
C (-9.483, 1.443, -5.713)  -1.49
H (-11.423, 6.608, -9.514)  0.32
H (-10.926, 7.133, -11.189)  0.37
H (-10.106, 7.742, -9.720)  0.34
H (-9.061, 5.692, -11.014)  0.45
H (-10.381, 4.792, -10.497)  0.30
H (-9.878, 4.786, -8.155)  0.25
H (-8.736, 6.106, -8.302)  0.37
H (-7.347, 4.636, -9.721)  0.52
H (-8.363, 3.233, -9.480)  0.51
H (-6.500, 1.718, -8.105)  0.38
H (-5.891, 2.873, -9.260)  0.50
H (-5.283, 2.375, -6.326)  0.31
H (-4.052, 2.516, -7.573)  0.43
H (-5.216, 4.465, -5.707)  0.31
H (-4.128, 4.954, -7.048)  0.36
H (-6.877, 5.587, -6.826)  0.44
H (-5.892, 5.499, -8.332)  0.38
H (-8.468, 4.253, -6.294)  0.52
H (-7.392, 2.949, -5.786)  0.54
H (-8.657, 1.549, -7.698)  0.34
H (-10.015, 2.569, -7.339)  0.26
H (-10.212, 0.662, -5.932)  0.39
H (-9.984, 2.122, -5.023)  0.35
H (-8.588, 1.055, -5.226)  0.38
As (-0.703, 0.967, -0.133)  2.05
F (-0.739, 2.562, 0.721)  -0.51
F (-0.543, 0.136, 1.458)  -0.51
F (-0.589, -0.627, -0.882)  -0.49
F (-0.809, 1.822, -1.726)  -0.52
F (1.082, 1.121, -0.225)  -0.51
F (-2.478, 0.768, -0.067)  -0.50
C (9.309, -8.726, -4.443)  -0.76
O (8.966, -7.349, -4.323)  -0.30
C (9.425, -6.801, -3.072)  -0.51
C (8.862, -5.368, -2.864)  -0.26
O (9.085, -5.108, -1.461)  -0.32
C (8.704, -3.811, -1.017)  -0.71
C (7.260, -3.446, -0.969)  -0.36
O (6.635, -4.369, -0.121)  -0.31
C (5.218, -4.298, -0.086)  -0.77
H (10.385, -8.885, -4.383)  0.30
H (9.043, -9.042, -5.452)  0.25
H (8.776, -9.360, -3.735)  0.31
H (10.513, -6.741, -3.089)  0.28
H (9.169, -7.521, -2.294)  0.35
H (7.793, -5.290, -3.064)  0.24
H (9.411, -4.602, -3.412)  0.27
H (9.210, -2.970, -1.491)  0.42
H (9.056, -3.742, 0.012)  0.31
H (6.820, -3.429, -1.966)  0.24
H (7.120, -2.437, -0.580)  0.44
H (4.892, -5.129, 0.539)  0.25
H (4.821, -4.520, -1.076)  0.31
H (4.752, -3.406, 0.336)  0.31
C (7.216, 1.335, -6.111)  -0.49
O (6.510, 2.354, -5.449)  -0.36
C (5.180, 2.599, -5.897)  -0.65
C (4.066, 1.586, -5.539)  -0.53
O (4.178, 0.370, -6.266)  -0.27
C (3.414, -0.687, -5.611)  -0.49
C (3.699, -2.013, -6.271)  -0.62
O (5.074, -2.376, -6.410)  -0.24
C (5.307, -3.567, -7.106)  -0.78
H (7.352, 1.544, -7.172)  0.28
H (6.717, 0.367, -6.075)  0.08
H (8.149, 1.041, -5.629)  0.30
H (5.185, 2.633, -6.986)  0.33
H (4.957, 3.641, -5.666)  0.41
H (3.103, 2.086, -5.640)  0.42
H (4.160, 1.444, -4.462)  0.34
H (2.346, -0.476, -5.656)  0.31
H (3.765, -0.698, -4.579)  0.35
H (3.112, -2.030, -7.189)  0.35
H (3.283, -2.751, -5.586)  0.39
H (4.643, -3.612, -7.969)  0.33
H (5.136, -4.508, -6.584)  0.31
H (6.350, -3.588, -7.422)  0.24
C (-4.594, -5.773, 2.425)  -0.69
O (-4.655, -5.826, 1.010)  -0.28
C (-3.955, -4.727, 0.391)  -0.50
C (-4.081, -4.875, -1.131)  -0.54
O (-3.919, -6.209, -1.558)  -0.34
C (-2.649, -6.689, -1.911)  -0.60
C (-1.749, -7.053, -0.701)  -0.52
O (-2.522, -7.723, 0.293)  -0.28
C (-1.834, -7.884, 1.498)  -0.82
H (-5.175, -6.555, 2.915)  0.22
H (-5.093, -4.879, 2.799)  0.32
H (-3.552, -5.861, 2.730)  0.24
H (-2.970, -4.589, 0.839)  0.29
H (-4.495, -3.840, 0.723)  0.48
H (-3.422, -4.187, -1.660)  0.33
H (-5.104, -4.551, -1.325)  0.29
H (-2.163, -5.877, -2.451)  0.36
H (-2.722, -7.596, -2.511)  0.32
H (-1.457, -6.069, -0.335)  0.26
H (-0.816, -7.535, -0.993)  0.53
H (-0.898, -8.433, 1.398)  0.33
H (-2.379, -8.332, 2.329)  0.27
H (-1.594, -6.881, 1.854)  0.32
C (-7.996, -3.931, 8.571)  -0.80
O (-6.917, -3.168, 8.025)  -0.25
C (-6.381, -2.193, 8.953)  -0.62
C (-5.427, -1.360, 8.129)  -0.42
O (-6.064, -0.759, 6.972)  -0.35
C (-5.185, -0.143, 5.987)  -0.57
C (-4.334, 0.960, 6.632)  -0.52
O (-5.055, 1.875, 7.474)  -0.30
C (-4.373, 3.006, 7.857)  -0.74
H (-8.268, -4.682, 7.829)  0.24
H (-8.862, -3.279, 8.689)  0.33
H (-7.760, -4.450, 9.500)  0.30
H (-5.947, -2.718, 9.804)  0.38
H (-7.156, -1.593, 9.429)  0.36
H (-4.574, -2.000, 7.899)  0.30
H (-4.984, -0.553, 8.711)  0.35
H (-5.847, 0.253, 5.217)  0.30
H (-4.593, -0.927, 5.516)  0.34
H (-3.917, 1.546, 5.813)  0.49
H (-3.533, 0.471, 7.185)  0.33
H (-5.016, 3.491, 8.592)  0.24
H (-4.302, 3.678, 7.002)  0.30
H (-3.378, 2.767, 8.233)  0.31
C (4.243, 12.096, 0.745)  -0.61
O (2.903, 12.218, 1.273)  -0.41
C (2.144, 10.974, 1.309)  -0.46
C (2.840, 9.833, 2.065)  -0.62
O (3.700, 9.110, 1.235)  -0.25
C (3.294, 7.818, 0.791)  -0.52
C (4.453, 7.102, 0.143)  -0.57
O (5.646, 7.070, 0.919)  -0.26
C (6.798, 6.491, 0.342)  -0.82
H (4.980, 11.678, 1.432)  0.22
H (4.630, 13.077, 0.470)  0.28
H (4.212, 11.579, -0.214)  0.26
H (1.929, 10.789, 0.257)  0.33
H (1.134, 11.227, 1.632)  0.33
H (2.080, 9.209, 2.534)  0.43
H (3.421, 10.296, 2.863)  0.39
H (2.519, 8.034, 0.055)  0.28
H (2.919, 7.221, 1.622)  0.35
H (4.739, 7.539, -0.814)  0.37
H (4.106, 6.081, -0.017)  0.37
H (6.847, 5.423, 0.125)  0.32
H (7.692, 6.883, 0.826)  0.26
H (6.845, 6.893, -0.670)  0.32
C (1.486, -4.136, 7.058)  -0.58
O (2.213, -4.245, 8.287)  -0.32
C (3.298, -5.183, 8.310)  -0.64
C (3.072, -6.587, 7.623)  -0.59
O (1.929, -7.184, 8.288)  -0.22
C (1.613, -8.477, 7.826)  -0.49
C (0.339, -9.071, 8.512)  -0.60
O (-0.859, -8.508, 8.030)  -0.35
C (-1.197, -7.136, 8.414)  -0.32
H (2.095, -3.774, 6.230)  0.30
H (0.693, -3.400, 7.194)  0.25
H (0.929, -5.040, 6.813)  0.11
H (3.726, -5.339, 9.300)  0.34
H (4.075, -4.673, 7.740)  0.39
H (3.950, -7.222, 7.741)  0.47
H (2.972, -6.514, 6.540)  0.36
H (2.454, -9.103, 8.125)  0.39
H (1.369, -8.647, 6.778)  0.28
H (0.367, -9.098, 9.601)  0.38
H (0.284, -10.116, 8.209)  0.32
H (-1.248, -6.996, 9.494)  0.29
H (-2.140, -6.777, 8.002)  0.29
H (-0.528, -6.375, 8.012)  -0.04
O (2.917, 5.896, 6.639)  -0.55
C (3.897, 5.253, 6.369)  0.74
O (5.181, 5.489, 6.770)  -0.30
C (5.543, 6.786, 7.292)  -0.25
C (6.558, 7.332, 6.354)  -1.03
C (3.819, 3.906, 5.631)  -0.98
H (5.981, 6.624, 8.277)  0.29
H (4.749, 7.488, 7.546)  0.32
H (7.083, 8.228, 6.683)  0.37
H (6.067, 7.605, 5.420)  0.23
H (7.295, 6.560, 6.133)  0.28
H (2.773, 3.707, 5.396)  0.33
H (4.275, 3.088, 6.189)  0.29
H (4.304, 3.944, 4.656)  0.25

As for the net charge: 0. Its calculated total energy is -6406.828580 Ha. The HOMO energy is -8.671 eV. The value obtained for the frontier orbital gap is 7.58 eV. The LUMO energy is -1.09 eV.